This record from the Open Molecules 2025 dataset describes a structure of composition C62H64Ge2N5OPtS4 in a non-equilibrium geometry. The level of theory is ωB97M-V with the def2-TZVPD basis set.

Structure (XYZ):
```
139
C62H64Ge2N5OPtS4 (ωB97M-V with the def2-TZVPD basis set)
Pt 1.352 2.524 -0.181
C 6.481 1.331 1.624
C 6.263 2.614 2.135
C 5.020 3.195 2.067
C 3.953 2.494 1.452
C 4.162 1.158 1.026
C 5.417 0.602 1.096
N 2.747 3.080 1.279
N 2.479 4.225 1.943
C 1.265 4.685 1.716
C 0.773 5.818 2.421
C -0.495 6.266 2.179
C -1.327 5.630 1.235
C -0.881 4.509 0.537
C 0.386 4.031 0.769
H 7.472 0.896 1.655
H 7.081 3.158 2.588
H 4.834 4.192 2.441
H 3.328 0.561 0.681
H 5.562 -0.411 0.747
H 1.418 6.300 3.142
H -0.863 7.126 2.722
H -2.322 6.013 1.053
H -1.536 4.016 -0.170
C -7.166 0.815 2.238
C -5.794 0.275 2.534
C -4.868 1.071 3.192
C -3.624 0.583 3.568
C -2.662 1.492 4.284
C -3.294 -0.743 3.253
C -4.193 -1.544 2.536
C -3.819 -2.951 2.157
C -5.430 -1.020 2.188
C -2.057 -1.352 3.819
C -2.132 -1.842 5.124
C -1.021 -2.390 5.743
C 0.180 -2.486 5.059
C 0.283 -2.014 3.756
C -0.838 -1.448 3.147
Ge -0.535 -0.483 1.450
S 0.167 1.534 2.066
S -2.261 -0.336 -0.026
Ge -0.545 -0.184 -1.517
S -0.263 1.995 -1.860
S 1.006 -1.072 -0.102
C -0.670 -1.247 -3.186
C 0.496 -1.810 -3.720
C 0.402 -2.623 -4.847
C -0.825 -2.885 -5.431
C -1.973 -2.338 -4.887
C -1.915 -1.516 -3.764
C -3.213 -1.001 -3.246
C -4.016 -1.823 -2.445
C -3.516 -3.143 -1.920
C -5.310 -1.411 -2.145
C -5.820 -0.213 -2.620
C -7.253 0.175 -2.387
C -4.987 0.615 -3.367
C -3.697 0.235 -3.699
C -2.853 1.111 -4.588
C 1.850 -1.668 -3.106
C 2.300 -2.642 -2.205
C 1.394 -3.736 -1.699
C 3.621 -2.603 -1.771
C 4.508 -1.637 -2.220
C 5.963 -1.685 -1.834
C 4.036 -0.659 -3.088
C 2.724 -0.663 -3.544
C 2.271 0.358 -4.555
C 1.568 -2.150 3.014
C 2.648 -1.304 3.291
C 2.538 -0.169 4.279
C 3.866 -1.535 2.656
C 4.032 -2.583 1.764
C 5.376 -2.893 1.164
C 2.933 -3.384 1.466
C 1.704 -3.187 2.073
C 0.536 -4.075 1.736
H -7.110 1.652 1.541
H -7.630 1.187 3.152
H -7.810 0.048 1.814
H -5.132 2.092 3.451
H -3.196 2.220 4.893
H -2.063 2.051 3.557
H -1.971 0.942 4.922
H -2.981 -2.942 1.455
H -4.657 -3.462 1.684
H -3.509 -3.530 3.029
H -6.139 -1.643 1.652
H -3.075 -1.770 5.651
H -1.092 -2.740 6.765
H 1.049 -2.925 5.535
H 1.309 -3.061 -5.246
H -0.889 -3.530 -6.298
H -2.944 -2.548 -5.322
H -2.433 -3.224 -1.996
H -3.954 -3.973 -2.479
H -3.799 -3.262 -0.873
H -5.941 -2.057 -1.543
H -7.740 -0.508 -1.692
H -7.805 0.151 -3.328
H -7.326 1.189 -1.994
H -5.370 1.564 -3.727
H -3.390 2.021 -4.849
H -2.585 0.586 -5.508
H -1.923 1.394 -4.093
H 0.345 -3.484 -1.844
H 1.566 -3.896 -0.634
H 1.591 -4.676 -2.220
H 3.971 -3.367 -1.083
H 6.105 -2.237 -0.904
H 6.380 -0.685 -1.715
H 6.531 -2.197 -2.613
H 4.715 0.107 -3.446
H 3.056 1.096 -4.730
H 1.371 0.872 -4.216
H 2.034 -0.120 -5.508
H 1.502 0.067 4.513
H 3.017 0.729 3.881
H 3.043 -0.426 5.212
H 4.705 -0.884 2.880
H 6.086 -2.086 1.343
H 5.297 -3.069 0.089
H 5.779 -3.803 1.613
H 3.050 -4.197 0.756
H 0.857 -4.927 1.138
H -0.212 -3.523 1.161
H 0.048 -4.445 2.639
N 3.750 2.699 -2.057
C 2.898 2.220 -1.440
H 4.427 3.286 -2.501
N 0.279 6.404 -2.649
C 0.990 5.242 -2.646
N 0.979 4.534 -3.811
O 1.611 4.870 -1.650
H -0.057 6.804 -3.506
H 0.414 7.021 -1.868
H 0.314 4.758 -4.530
H 1.248 3.565 -3.743
```

Output
- LUMO (alpha / beta) (Ha) = -0.0786 / -0.2045
- HOMO level (alpha / beta) (eV) = -9.389 / -10.288
- spin multiplicity = 5
- charge = +1
- ΔE to the lowest compared entry with this formula, charge and spin (kJ/mol) = 15.0
- F_max (eV/A) = 2.0
- frontier orbital gap (alpha / beta) (eV) = 7.25 / 4.72
- energy (hartree) = -8615.80848

Results of the Löwdin charge analysis, in e, for atoms 1 through 99: Pt 0.85; C -0.03; C -0.05; C 0.01; C -0.27; C -0.04; C -0.08; N -0.13; N 0.08; C -0.31; C 0.00; C -0.06; C -0.04; C -0.13; C -0.36; H 0.12; H 0.11; H 0.11; H 0.06; H 0.07; H 0.12; H 0.11; H 0.11; H 0.08; C -0.04; C -0.26; C -0.01; C -0.21; C -0.03; C -0.17; C -0.23; C -0.03; C 0.00; C -0.22; C -0.01; C -0.04; C -0.01; C -0.23; C -0.22; Ge 0.15; S 0.56; S 0.36; Ge 0.13; S 0.18; S 0.42; C -0.21; C -0.22; C -0.02; C -0.04; C -0.01; C -0.22; C -0.18; C -0.24; C -0.03; C -0.01; C -0.26; C -0.04; C 0.00; C -0.20; C -0.03; C -0.18; C -0.27; C -0.05; C -0.01; C -0.24; C -0.04; C -0.02; C -0.21; C -0.03; C -0.17; C -0.20; C -0.03; C -0.02; C -0.23; C -0.04; C -0.03; C -0.26; C -0.03; H 0.08; H 0.08; H 0.07; H 0.12; H 0.09; H 0.03; H 0.08; H 0.06; H 0.08; H 0.09; H 0.12; H 0.13; H 0.11; H 0.13; H 0.13; H 0.11; H 0.13; H 0.07; H 0.09; H 0.06; H 0.12


This record from the Open Molecules 2025 dataset describes a structure of composition C62H70BrN4PdSb2Si in a non-equilibrium geometry. The level of theory is ωB97M-V with the def2-TZVPD basis set.

Structure (XYZ):
```
141
C62H70BrN4PdSb2Si (ωB97M-V with the def2-TZVPD basis set)
Pd 0.423 0.082 0.096
C -1.042 -2.837 1.435
C -1.433 -2.622 2.904
C -0.376 -1.772 3.619
Sb 0.110 0.103 2.683
C -1.237 1.437 3.640
C -2.210 0.974 4.519
C -3.004 1.880 5.214
C -2.831 3.245 5.033
C -1.870 3.712 4.144
C -1.079 2.811 3.445
C 1.763 0.454 4.003
C 2.751 -0.527 4.119
C 3.800 -0.373 5.015
C 3.876 0.768 5.805
C 2.898 1.747 5.700
C 1.843 1.592 4.804
Sb -1.872 -1.499 -0.060
C -3.544 -2.733 -0.597
C -4.308 -2.377 -1.709
C -5.424 -3.124 -2.061
C -5.786 -4.233 -1.304
C -5.035 -4.587 -0.192
C -3.913 -3.844 0.161
C -3.106 -0.079 0.992
C -4.180 -0.573 1.741
C -5.110 0.263 2.334
C -4.962 1.634 2.182
C -3.913 2.155 1.449
C -2.976 1.319 0.825
H -1.303 -3.833 1.076
H 0.036 -2.733 1.326
H -1.494 -3.589 3.412
H -2.417 -2.160 2.996
H 0.570 -2.313 3.642
H -0.644 -1.539 4.650
H -2.359 -0.090 4.670
H -3.761 1.514 5.899
H -3.447 3.947 5.582
H -1.735 4.777 3.994
H -0.338 3.189 2.750
H 2.710 -1.421 3.505
H 4.556 -1.145 5.100
H 4.693 0.890 6.506
H 2.947 2.633 6.321
H 1.080 2.358 4.750
H -4.041 -1.504 -2.297
H -6.013 -2.841 -2.926
H -6.654 -4.819 -1.581
H -5.322 -5.443 0.408
H -3.341 -4.136 1.036
H -4.313 -1.645 1.832
H -5.937 -0.151 2.899
H -5.670 2.314 2.641
H -3.801 3.225 1.376
H -1.143 1.189 -0.091
C -2.291 0.179 -3.916
C -1.319 0.758 -4.955
C -1.855 0.461 -6.369
C -1.308 2.281 -4.742
Si 0.433 0.032 -4.777
Br 0.843 0.058 -2.463
C 0.596 -1.822 -5.209
C -0.672 -2.603 -4.833
C 1.762 -2.497 -4.462
C 0.833 -1.956 -6.725
C 1.835 1.138 -5.448
C 3.192 0.422 -5.326
C 1.961 2.461 -4.676
C 1.567 1.456 -6.932
H -3.283 0.612 -4.097
H -1.986 0.450 -2.903
H -2.388 -0.906 -3.964
H -2.835 0.936 -6.489
H -1.985 -0.610 -6.547
H -1.199 0.855 -7.152
H -2.341 2.647 -4.762
H -0.762 2.806 -5.529
H -0.876 2.556 -3.773
H -0.896 -2.522 -3.765
H -0.510 -3.664 -5.058
H -1.550 -2.282 -5.399
H 1.564 -2.537 -3.389
H 2.719 -1.995 -4.613
H 1.861 -3.527 -4.826
H 0.058 -1.452 -7.314
H 0.819 -3.016 -7.000
H 1.803 -1.552 -7.026
H 3.406 0.133 -4.293
H 3.981 1.110 -5.650
H 3.256 -0.467 -5.958
H 2.136 2.297 -3.612
H 1.088 3.104 -4.779
H 2.824 3.011 -5.073
H 1.512 0.557 -7.552
H 2.384 2.076 -7.318
H 0.639 2.020 -7.066
N 9.614 -4.856 -3.289
C 8.779 -4.257 -2.771
C 7.731 -3.505 -2.123
C 7.982 -2.219 -1.652
C 6.976 -1.500 -1.031
C 5.720 -2.068 -0.865
C 5.465 -3.350 -1.331
C 6.466 -4.064 -1.965
N 4.682 -1.329 -0.219
C 4.837 -0.291 0.683
C 3.583 0.135 0.983
N 2.657 -0.616 0.282
C 3.350 -1.471 -0.431
H 8.962 -1.780 -1.787
H 7.168 -0.488 -0.697
H 4.492 -3.804 -1.189
H 6.274 -5.062 -2.334
H 5.795 0.015 1.069
H 3.294 0.930 1.646
H 2.932 -2.183 -1.125
N -1.919 1.853 0.066
C -1.753 3.127 -0.452
C -2.929 3.891 -0.888
C -3.010 5.269 -0.663
C -4.119 5.990 -1.080
C -5.163 5.351 -1.740
C -5.090 3.984 -1.976
C -3.990 3.259 -1.546
C -0.413 3.592 -0.746
C 0.710 3.175 -0.010
C 1.997 3.557 -0.370
C 2.208 4.374 -1.467
C 1.106 4.842 -2.182
C -0.175 4.456 -1.839
H -2.196 5.771 -0.151
H -4.173 7.054 -0.882
H -6.026 5.918 -2.070
H -5.890 3.483 -2.505
H -3.935 2.191 -1.731
H 0.569 2.689 0.941
H 2.840 3.230 0.227
H 3.214 4.653 -1.759
H 1.254 5.498 -3.033
H -1.017 4.804 -2.424
```

Output
- LUMO (alpha / beta) (Ha) = -0.0772 / -0.1369
- HOMO level (alpha / beta) (eV) = -8.073 / -10.202
- spin multiplicity = 3
- charge = +1
- F_max (eV/A) = 1.4
- frontier orbital gap (alpha / beta) (eV) = 5.97 / 6.48
- energy (hartree) = -6095.28000

Results of the Löwdin charge analysis, in e, for atoms 1 through 99: Pd 0.07; C -0.40; C -0.34; C -0.34; Sb 1.52; C -0.38; C -0.11; C -0.07; C -0.07; C -0.07; C -0.15; C -0.36; C -0.16; C -0.08; C -0.08; C -0.07; C -0.11; Sb 1.45; C -0.38; C -0.13; C -0.08; C -0.08; C -0.08; C -0.13; C -0.31; C -0.14; C -0.08; C -0.06; C -0.02; C -0.29; H 0.04; H 0.02; H 0.11; H 0.07; H 0.05; H 0.06; H 0.09; H 0.11; H 0.11; H 0.11; H 0.09; H 0.09; H 0.11; H 0.11; H 0.11; H 0.08; H 0.08; H 0.11; H 0.11; H 0.11; H 0.09; H 0.09; H 0.11; H 0.11; H 0.11; H -0.02; C -0.13; C -0.62; C -0.08; C -0.09; Si 0.57; Br 0.55; C -0.62; C -0.10; C -0.12; C -0.08; C -0.62; C -0.10; C -0.12; C -0.08; H 0.09; H 0.03; H 0.05; H 0.09; H 0.07; H 0.07; H 0.09; H 0.07; H 0.06; H 0.07; H 0.09; H 0.07; H 0.04; H 0.06; H 0.09; H 0.08; H 0.09; H 0.07; H 0.07; H 0.09; H 0.07; H 0.04; H 0.06; H 0.09; H 0.07; H 0.10; H 0.07; N 0.17; C -0.17